Record 1
Density functional theory data (ωB97M-V/def2-TZVPD) for a cluster of 2 separate species, C30H30BF3O2S in total in a non-equilibrium geometry.

Each line ends with the Mulliken charge.
Element x y z (Å)
H (1.02389, -1.49074, -3.58520)  0.286
C (1.99310, -0.83227, 3.38620)  -0.767
C (0.70101, -2.12511, -1.51967)  1.952
C (1.94978, -1.24503, -1.00787)  1.896
H (-5.26945, 0.44122, 4.10550)  0.479
C (-2.35344, 3.21558, 0.52282)  -0.450
F (-3.78566, 2.55845, 3.75625)  -0.330
O (1.51009, 0.09691, -1.11785)  -0.607
C (-0.95918, 3.30822, 0.56768)  -1.011
C (0.52315, 1.48289, -4.94699)  -0.846
C (0.92138, 1.35358, 3.54207)  -0.449
H (1.94352, -1.91353, 3.23157)  0.402
C (-2.11280, 1.06067, 2.96472)  0.417
C (-0.05824, 0.56209, -2.86319)  0.254
C (-0.28605, -0.59579, 2.47702)  -0.310
H (1.56574, -3.15845, -3.21843)  0.381
H (-2.06559, 1.15364, -6.75932)  0.253
H (0.16175, -3.30439, 0.22829)  0.126
C (0.79500, -2.40147, -3.01713)  -2.118
C (2.27931, -1.48484, 0.44855)  -1.197
H (-0.47483, 4.18781, 0.99810)  0.406
C (-2.15312, 1.03441, -0.50582)  -0.700
C (-3.83062, -1.08790, 3.50966)  -0.792
F (2.20247, 3.21053, 4.25189)  -0.313
H (-0.16356, -2.79397, -3.37259)  0.496
S (-1.31677, 0.00088, -3.91355)  -0.270
C (3.28690, 1.08910, 4.16185)  -0.792
H (-4.03683, 1.95415, -0.00618)  0.472
H (-1.52517, 1.90222, 2.61509)  0.232
H (1.39465, -1.29728, 1.05949)  -0.894
H (2.63552, -2.50506, 0.64568)  0.381
H (4.21953, 1.52235, 4.51594)  0.506
C (-0.77463, 1.16169, -0.50959)  0.646
H (1.11905, 2.06944, -5.64708)  0.346
H (-0.44838, 0.88952, -7.43043)  0.356
O (-0.42486, -1.30236, -1.23780)  -0.855
C (3.21617, -1.43719, -1.81263)  -2.091
C (3.16625, -0.27007, 3.85572)  0.450
H (1.35390, -4.08336, -0.86085)  0.340
C (2.13836, 1.86472, 3.98294)  0.128
C (-1.63247, -0.26187, 2.81260)  0.840
H (0.04155, 1.98302, 3.56096)  0.688
H (3.04821, -1.24072, -2.87626)  0.390
C (0.84918, -0.00687, 3.11341)  1.162
B (0.10077, 0.02010, -1.30500)  1.676
C (-3.38920, 1.27087, 3.47240)  -0.147
H (3.04683, -0.78058, 0.79721)  0.619
C (-1.15597, 0.55336, -6.66947)  -1.260
C (-0.16277, 2.26797, 0.05235)  -0.289
H (-4.50521, -1.92391, 3.69961)  0.407
H (3.57559, -2.46874, -1.68803)  0.352
C (-0.56394, 0.72482, -5.32612)  0.621
H (3.99966, -0.75737, -1.45330)  0.419
H (-0.34989, -3.98145, -1.32240)  0.483
F (4.27979, -1.06726, 4.00270)  -0.324
C (0.82173, 1.38623, -3.53641)  -0.876
H (-0.16409, -1.61427, 2.09924)  0.416
C (-2.95302, 2.06599, 0.00019)  -0.848
H (-1.41213, -0.49685, -6.84995)  0.296
H (-2.97565, 4.02753, 0.90810)  0.405
C (-4.26878, 0.22521, 3.73536)  -0.431
H (-2.60769, 0.13489, -0.92010)  0.382
H (0.92550, 2.34891, 0.07401)  0.481
H (-2.17167, -2.34996, 2.94942)  0.442
H (1.64252, 1.92724, -3.07917)  0.525
C (-2.54235, -1.32675, 3.06540)  -0.993
C (0.46211, -3.45084, -0.81161)  -1.850

Gap between HOMO and LUMO   2.7 eV
LUMO   -0.142 hartree
Spin multiplicity   1
Net charge   0
E_HOMO   -6.569 eV

Record 2
Density functional theory data (ωB97M-V/def2-TZVPD) for a structure of composition C5H10N2O in a non-equilibrium geometry.

Each line ends with the Mulliken charge.
Element x y z (Å)
H (1.80099, -1.93522, 0.34313)  0.238
C (-0.31676, 0.16108, -0.58864)  0.491
H (2.14111, 3.24408, -1.03563)  0.252
H (1.18628, -1.19622, 1.83348)  0.284
C (-1.80060, -1.53767, 0.96894)  -0.549
O (-0.86431, -1.61169, -0.06386)  -0.613
C (0.69993, -0.17225, 0.06895)  0.561
H (-2.60295, -0.80235, 0.77284)  0.174
H (2.57056, -0.46027, 0.97497)  0.397
H (-1.35287, -1.28585, 1.94643)  0.208
H (-2.09013, 0.99878, -1.01537)  0.254
C (1.39121, 2.45606, -0.86279)  -0.295
C (1.62377, -0.98768, 0.85524)  -1.237
H (-2.29854, -2.51120, 1.08525)  0.246
H (-1.05076, 0.71859, -2.34060)  0.258
H (0.34626, 2.76430, -1.06038)  0.229
N (1.75975, 1.30045, -0.54089)  -0.537
N (-1.14294, 0.85708, -1.34109)  -0.361

Gap between HOMO and LUMO (alpha / beta)   8.4 / 8.4 eV
LUMO (alpha / beta)   0.027 / 0.027 hartree
Spin multiplicity   1
Net charge   0
E_HOMO (alpha / beta)   -7.651 / -7.650 eV

Record 3
Density functional theory data (ωB97M-V/def2-TZVPD) for the molecule C3H5PS in a non-equilibrium geometry.

Each line ends with the Mulliken charge.
Element x y z (Å)
C (0.63464, 0.46546, 0.69127)  -0.529
H (1.40928, 1.28974, 1.03905)  0.324
C (0.23251, -1.90997, -0.79134)  -0.238
S (-1.89909, -0.17325, 0.02752)  -0.207
H (-0.90144, 1.90263, 0.23251)  0.368
C (-0.54862, 0.99840, -0.16076)  -0.697
H (0.00217, -2.69960, -1.51382)  0.367
P (1.43528, -1.13128, 0.03947)  -0.005
H (0.13294, 0.21770, 1.66439)  0.326
H (-0.49766, 1.04017, -1.22830)  0.290

Gap between HOMO and LUMO (alpha / beta)   6.8 / 6.8 eV
LUMO (alpha / beta)   -0.061 / -0.061 hartree
Spin multiplicity   1
Net charge   0
E_HOMO (alpha / beta)   -8.494 / -8.495 eV

Total energy for the records above, in order: -55353.858, -10368.635, -23311.477 eV
Energy above the lowest of the compared OMol25 structures with the same formula, charge and spin for the records above, in order: 93.2, 153.8, 85.0 kcal/mol